Entry 1:
{
  "formula": "C41H43N3O3",
  "method": "the ωB97M-V functional and the def2-TZVPD basis",
  "species": ["C", "N", "C", "O", "C", "C", "C", "C", "C", "C", "C", "C", "N", "C", "C", "C", "C", "C", "C", "C", "C", "C", "C", "C", "C", "C", "C", "C", "C", "C", "C", "H", "H", "H", "H", "H", "H", "H", "H", "H", "H", "H", "H", "H", "H", "H", "H", "H", "H", "H", "H", "H", "H", "H", "H", "H", "H", "H", "C", "C", "N", "C", "C", "C", "C", "C", "C", "C", "C", "C", "C", "C", "O", "O", "H", "H", "H", "H", "H", "H", "H", "H", "H", "H", "H", "H", "H", "H", "H", "H"],
  "xyz": [[1.4303, 5.4399, 1.5598], [1.2098, 4.5971, 0.4043], [2.0790, 4.5730, -0.6626], [3.0013, 5.3618, -0.8489], [1.6884, 3.3933, -1.5477], [2.8662, 2.4477, -1.7806], [3.2801, 1.7844, -0.4897], [4.1644, 2.4294, 0.3788], [4.4329, 1.8875, 1.6372], [3.7796, 0.7203, 2.0500], [2.9449, 0.0354, 1.1591], [2.7796, 0.5292, -0.1341], [0.5780, 2.7872, -0.7998], [0.1125, 1.5463, -1.0220], [-0.6806, 0.8763, -0.1071], [-1.1542, -0.4213, -0.3177], [-2.4780, -0.7910, 0.1037], [-3.2645, -1.6740, -0.6792], [-4.6203, -1.8462, -0.4359], [-5.2453, -1.1555, 0.6139], [-4.4815, -0.3160, 1.4395], [-3.1175, -0.1469, 1.2079], [0.2606, 3.4905, 0.4606], [-1.1647, 3.9584, 0.5809], [-1.5454, 5.1322, 0.0413], [-2.8538, 5.7435, 0.1572], [-3.1449, 6.8844, -0.6282], [-4.3382, 7.5791, -0.4579], [-5.2785, 7.1309, 0.4854], [-5.0223, 5.9748, 1.2398], [-3.8223, 5.2787, 1.0789], [2.1915, 6.1834, 1.3012], [0.4935, 5.9370, 1.8353], [1.7645, 4.8464, 2.4271], [1.3037, 3.8100, -2.4965], [2.5792, 1.7022, -2.5311], [3.6864, 3.0717, -2.1644], [4.6240, 3.3692, 0.0584], [5.1352, 2.3970, 2.3036], [3.9369, 0.3285, 3.0571], [2.4300, -0.8822, 1.4621], [2.2187, -0.0561, -0.8651], [0.3905, 1.0894, -1.9749], [-0.9668, 1.4124, 0.7988], [-0.5698, -1.0807, -0.9588], [-2.7870, -2.1802, -1.5200], [-5.2010, -2.5262, -1.0618], [-6.3197, -1.2574, 0.7863], [-4.9554, 0.2013, 2.2805], [-2.5291, 0.5057, 1.8602], [0.5018, 2.8490, 1.3314], [-1.8847, 3.2633, 1.0143], [-0.8108, 5.6790, -0.5578], [-2.4066, 7.2082, -1.3662], [-4.5416, 8.4682, -1.0596], [-6.2044, 7.6886, 0.6361], [-5.7619, 5.6161, 1.9588], [-3.6029, 4.3869, 1.6713], [3.5605, -6.0723, 0.5123], [3.0124, -4.6816, 0.8308], [2.8085, -3.8618, -0.3601], [4.0547, -3.5136, -1.0719], [4.7852, -2.2879, -0.5636], [1.6409, -3.1695, -0.6754], [0.3922, -3.6407, -0.0902], [-0.6488, -3.9838, -1.0012], [-1.4974, -5.2357, -0.8078], [-1.5541, -5.9568, 0.3926], [-2.3103, -7.1401, 0.4851], [-3.0153, -7.6154, -0.6293], [-2.9755, -6.8937, -1.8315], [-2.2356, -5.7133, -1.9144], [-0.8658, -3.2929, -2.0249], [1.7056, -2.2229, -1.4863], [3.4758, -6.7030, 1.4028], [2.9951, -6.5351, -0.3038], [4.6206, -6.0482, 0.2365], [2.0685, -4.7501, 1.3787], [3.7519, -4.1680, 1.4676], [4.6960, -4.3905, -0.9464], [3.8208, -3.4023, -2.1381], [5.8235, -2.2813, -0.9124], [4.3079, -1.3778, -0.9345], [4.7951, -2.2659, 0.5323], [0.3427, -3.8552, 0.9740], [-0.9975, -5.5707, 1.2518], [-2.3416, -7.6893, 1.4289], [-3.5911, -8.5400, -0.5661], [-3.5165, -7.2586, -2.7037], [-2.2182, -5.1426, -2.8447]],
  "homo_lumo_gap_ev": 4.11,
  "relative_energy_kcal_mol": 30.75,
  "multiplicity": 1,
  "energy_ev": -53824.6903,
  "total_charge": 0,
  "fmax_ev_per_a": 1.73
}

Entry 2:
{
  "formula": "C41H44AsF4N6O7P2S6Ti",
  "method": "the ωB97M-V functional and the def2-TZVPD basis",
  "species": ["Ti", "C", "C", "N", "N", "C", "S", "S", "C", "C", "C", "C", "C", "C", "C", "C", "C", "C", "C", "C", "C", "O", "H", "H", "H", "H", "H", "H", "H", "H", "H", "H", "H", "H", "H", "H", "C", "C", "C", "O", "P", "O", "C", "P", "O", "O", "C", "C", "C", "O", "C", "C", "C", "O", "C", "C", "C", "H", "H", "H", "H", "H", "H", "H", "H", "H", "H", "H", "H", "H", "H", "H", "H", "H", "H", "H", "H", "H", "H", "H", "H", "H", "H", "H", "H", "H", "H", "S", "As", "S", "S", "S", "F", "C", "C", "F", "C", "C", "C", "F", "C", "C", "C", "N", "C", "N", "F", "C", "C", "N", "C", "N"],
  "xyz": [[-0.7242, -0.7010, 0.7458], [0.7778, -0.7813, -3.2756], [1.4408, -1.5487, -2.1639], [2.4835, -1.0363, -1.6491], [3.3107, -1.6120, -0.7278], [2.9991, -1.8916, 0.4811], [1.5202, -1.9334, 1.3819], [4.3982, -2.3587, 1.5131], [5.7491, -1.4820, 0.6773], [6.2796, -2.1041, -0.6005], [6.3815, -3.4833, -0.7597], [6.8962, -4.0261, -1.9301], [7.3311, -3.1955, -2.9550], [7.2422, -1.8190, -2.8027], [6.7191, -1.2811, -1.6330], [0.8501, -2.8897, -1.8864], [1.3810, -4.0145, -2.5050], [0.8037, -5.2653, -2.3369], [-0.3145, -5.3896, -1.5242], [-0.8394, -4.2802, -0.8826], [-0.2676, -3.0276, -1.0605], [-0.7827, -1.9705, -0.4066], [1.2406, 0.2007, -3.3738], [-0.2869, -0.6666, -3.0648], [0.8784, -1.3381, -4.2130], [6.5390, -1.4509, 1.4336], [5.3997, -0.4675, 0.4855], [6.0305, -4.1305, 0.0349], [6.9549, -5.1022, -2.0397], [7.7217, -3.6179, -3.8747], [7.5796, -1.1622, -3.5963], [6.6426, -0.2034, -1.5201], [2.2614, -3.8974, -3.1278], [1.2211, -6.1338, -2.8313], [-0.7748, -6.3597, -1.3733], [-1.6925, -4.3633, -0.2191], [3.2546, 3.3137, 3.7530], [2.3332, 2.1050, 3.7551], [2.8651, 0.9956, 2.8692], [1.0437, 2.6021, 3.3694], [-0.1438, 1.9786, 2.4769], [0.1078, 0.5938, 1.8151], [0.3868, 2.9232, 0.8765], [0.3801, 1.9811, -0.6471], [-0.3806, 0.6860, -0.7104], [-0.1381, 2.9492, -1.8012], [-1.5170, 2.8672, -2.2902], [-2.4979, 3.3536, -1.2406], [-1.5646, 3.7085, -3.5479], [1.8729, 1.6820, -1.0227], [3.0165, 2.5637, -1.1430], [3.9595, 1.9036, -2.1299], [2.6441, 3.9710, -1.5949], [-1.3659, 3.0360, 2.5305], [-2.2339, 3.5107, 3.5665], [-1.4765, 4.4919, 4.4440], [-3.4152, 4.1528, 2.8645], [4.2519, 3.0273, 4.0942], [2.8629, 4.0950, 4.4084], [3.3305, 3.7181, 2.7395], [2.2368, 1.7279, 4.7761], [2.8338, 1.2827, 1.8129], [2.2869, 0.0816, 2.9799], [3.8997, 0.7801, 3.1456], [1.4182, 3.2398, 1.0386], [-0.2270, 3.8060, 0.7276], [-1.7285, 1.8257, -2.5268], [-2.3161, 4.4047, -0.9942], [-2.4180, 2.7612, -0.3284], [-3.5172, 3.2414, -1.6164], [-1.3266, 4.7492, -3.3069], [-2.5666, 3.6615, -3.9789], [-0.8407, 3.3421, -4.2793], [3.4953, 2.5992, -0.1610], [3.5589, 1.9941, -3.1435], [4.0472, 0.8429, -1.8976], [4.9397, 2.3873, -2.0901], [2.1099, 3.9157, -2.5435], [3.5524, 4.5636, -1.7225], [1.9942, 4.4684, -0.8724], [-2.5876, 2.6793, 4.1662], [-1.0816, 5.3071, 3.8300], [-0.6404, 3.9884, 4.9336], [-2.1409, 4.9029, 5.2077], [-3.0761, 4.9599, 2.2070], [-4.0928, 4.5689, 3.6138], [-3.9524, 3.4106, 2.2726], [-0.9756, 0.8194, 4.2850], [-2.4531, -0.3974, 3.0940], [-2.7904, 0.5522, 1.1534], [-1.3873, -2.1971, 2.5444], [-4.1740, -0.5483, 4.2716], [-7.7902, -1.0456, -1.3760], [-6.9583, -1.8312, -0.6909], [-7.4954, -2.8715, -0.0081], [-8.8208, -3.0252, -0.0612], [-6.7137, -3.8170, 0.6993], [-5.3213, -3.5461, 0.6627], [-4.7759, -2.5035, -0.0182], [-3.4602, -2.3710, 0.0819], [-5.5618, -1.5871, -0.7731], [-5.0363, -0.5658, -1.5860], [-3.6790, -0.5253, -2.0071], [-2.6372, -0.4547, -2.4954], [-5.8082, 0.4750, -2.1867], [-6.3340, 1.3588, -2.7140], [-4.5009, -4.3572, 1.3210], [-7.2620, -4.9406, 1.3571], [-8.6666, -5.1642, 1.5026], [-9.7805, -5.4218, 1.6636], [-6.4762, -6.0104, 1.8851], [-5.9285, -6.9423, 2.2904]],
  "homo_lumo_gap_ev": [6.38, 5.56],
  "relative_energy_kcal_mol": 17.67,
  "multiplicity": 2,
  "energy_ev": -244926.8016,
  "s_squared": 0.792,
  "total_charge": -2,
  "fmax_ev_per_a": 2.65
}